(1)
Formula: C4H9IN4
Source: the OMol25 dataset
Level of theory: ωB97M-V/def2-TZVPD

Computed properties:
* max |F|: 3.64 eV Å⁻¹
* net charge: +2
* ΔE to the lowest compared entry with this formula, charge and spin: 76.2 kcal/mol
* total energy: -18331.4983 eV
* spin multiplicity: 1

CARTESIAN COORDINATES (ANGSTROEM)
C  -1.186  0.817  -0.312
C  0.360  -0.845  0.211
C  1.079  0.381  -0.366
C  1.032  -2.188  0.348
N  -0.862  -0.532  0.349
N  -1.836  1.763  0.456
N  0.208  1.260  -0.539
N  3.910  1.036  0.623
I  5.508  0.052  -0.043
H  -1.724  0.606  -1.248
H  0.414  -2.989  0.738
H  1.094  -2.661  -0.646
H  1.903  -2.031  0.961
H  -1.592  -1.267  0.482
H  -1.391  2.244  1.303
H  -2.739  2.065  0.269
H  0.543  2.114  -0.914
H  4.303  1.909  1.138

Force components x, y, z for each atom (eV/Å):
C -0.776 1.813 1.278
C 1.218 -0.709 -0.975
C 2.836 -1.969 1.150
C -1.704 0.358 -0.164
N -1.530 -0.768 -0.854
N 2.008 0.341 2.039
N -0.872 -1.192 -0.519
N 2.215 0.086 0.436
I -1.543 1.016 0.535
H 0.217 -0.019 0.256
H -0.487 0.357 1.037
H 1.154 0.855 -0.175
H 0.713 -0.386 -0.380
H 0.455 0.995 0.271
H -0.764 -1.338 -1.909
H -1.719 0.303 -0.539
H -0.677 1.462 -0.506
H -0.744 -1.206 -0.983

---

(2)
Formula: C4H9IN4
Source: the OMol25 dataset
Level of theory: ωB97M-V/def2-TZVPD

Computed properties:
* max |F|: 4.89 eV Å⁻¹
* net charge: +2
* ΔE to the lowest compared entry with this formula, charge and spin: 0.0 kcal/mol
* total energy: -18334.2700 eV
* spin multiplicity: 3

CARTESIAN COORDINATES (ANGSTROEM)
C  1.326  -0.959  0.369
C  -0.793  0.055  0.459
C  0.077  0.847  -0.379
C  -2.186  0.302  0.785
N  -0.063  -0.955  0.863
N  1.713  -2.117  -0.221
N  1.246  0.308  -0.503
N  -0.507  2.170  -1.261
I  0.704  3.311  -2.370
H  2.002  -0.698  1.205
H  -2.798  0.298  -0.124
H  -2.580  -0.442  1.476
H  -2.324  1.296  1.218
H  -0.395  -1.712  1.457
H  2.655  -2.463  -0.112
H  1.207  -2.496  -1.007
H  2.023  0.657  -1.056
H  -1.306  2.597  -0.799

Force components x, y, z for each atom (eV/Å):
C 0.336 0.539 0.869
C 1.081 1.728 -1.429
C -4.003 2.688 -0.836
C -1.010 0.305 -0.016
N 0.458 -0.841 0.177
N 0.229 -0.665 -0.473
N 1.402 -0.257 -0.591
N 2.881 -2.598 1.379
I -1.148 -0.896 0.929
H -0.140 -0.159 -0.350
H 0.027 -0.193 0.056
H -0.015 0.064 -0.020
H 0.090 -0.096 0.188
H 0.096 0.190 -0.114
H -0.067 0.148 0.104
H -0.065 0.054 0.051
H -0.050 -0.225 0.194
H -0.104 0.214 -0.117

---

(3)
Formula: C4H9INO
Source: the OMol25 dataset
Level of theory: ωB97M-V/def2-TZVPD

Computed properties:
* max |F|: 3.63 eV Å⁻¹
* net charge: +1
* SMILES: C[NH+](C)CC(=O)I
* ΔE to the lowest compared entry with this formula, charge and spin: 21.8 kcal/mol
* total energy: -15923.9987 eV
* spin multiplicity: 1

CARTESIAN COORDINATES (ANGSTROEM)
C  -1.518  0.169  -1.012
N  -0.549  0.347  0.132
C  -0.547  -0.890  0.986
C  0.818  0.322  -0.455
C  1.894  0.551  0.582
O  1.702  1.115  1.619
I  3.849  -0.223  0.187
H  -1.174  0.819  -1.926
H  -1.565  -0.898  -1.308
H  -2.547  0.539  -0.780
H  -0.817  1.210  0.761
H  -0.341  -1.763  0.196
H  0.228  -0.724  1.772
H  -1.450  -1.086  1.591
H  0.979  -0.564  -1.011
H  1.037  1.077  -1.335

Force components x, y, z for each atom (eV/Å):
C -0.707 1.579 -1.939
N -1.046 0.482 0.391
C 0.505 -1.788 0.069
C 1.437 2.970 -1.516
C 0.744 0.207 0.981
O -0.450 -0.180 -0.754
I -0.496 0.114 -0.272
H -0.493 -1.313 1.827
H 0.181 0.727 0.261
H 0.960 -0.465 0.255
H 1.146 -1.760 -1.693
H -0.339 1.729 2.358
H -0.316 -0.594 -0.960
H -0.062 0.396 -0.941
H -0.159 -1.388 -0.040
H -0.905 -0.717 1.972

---

(4)
Formula: C4H9LiMgO4
Source: the OMol25 dataset
Level of theory: ωB97M-V/def2-TZVPD

Computed properties:
* max |F|: 5.54 eV Å⁻¹
* ΔE to the lowest compared entry with this formula, charge and spin: 20.6 kcal/mol
* total energy: -18133.3375 eV
* spin multiplicity: 1

CARTESIAN COORDINATES (ANGSTROEM)
O  1.121  0.600  -1.701
Li  2.623  0.470  -0.604
O  1.607  -0.549  0.590
C  1.114  -1.806  0.830
O  -0.301  -1.956  0.847
C  -0.970  -1.388  -0.309
C  -2.209  -0.693  0.169
O  -1.828  0.645  0.598
C  -2.862  1.480  1.066
Mg  0.126  0.642  -0.035
H  1.476  -2.227  1.786
H  1.435  -2.482  0.005
H  0.667  -0.056  -2.511
H  -0.907  -2.163  -1.086
H  -2.698  -1.170  1.037
H  -2.949  -0.591  -0.641
H  -2.396  2.368  1.506
H  -3.515  1.798  0.238
H  -3.455  0.937  1.818

Force components x, y, z for each atom (eV/Å):
O -1.292 -1.410 -3.914
Li -0.540 -1.051 -0.340
O 0.127 1.446 0.885
C 0.027 -1.274 -0.659
O 0.213 0.585 0.922
C 0.442 0.902 0.674
C -0.090 -2.076 -1.080
O 0.749 1.134 0.193
C -0.335 0.104 0.151
Mg -0.692 -2.609 -1.049
H -0.245 0.198 -0.196
H 0.312 0.152 0.223
H 2.063 3.155 4.065
H -1.013 0.526 -0.069
H 0.125 0.249 -0.003
H 0.172 0.020 0.122
H -0.213 -0.212 0.020
H 0.088 -0.144 0.199
H 0.103 0.305 -0.145

---

Question: Which of these has the lowest ΔE to the lowest compared entry with this formula, charge and spin?
Answer: number 2